# C20H55AgN6O8

A structure of composition C20H55AgN6O8 (wB97M-V/def2-TZVPD, the Open Molecules 2025 dataset).

Geometry as XYZ:
```
90
Properties=species:S:1:pos:R:3:forces:R:3
Ag -2.30481 -1.88858 6.85857 -0.10 0.18 -0.02
N -0.18007 -1.39751 1.28296 -1.52 -0.63 1.15
O -0.64046 -1.40932 2.42472 0.02 -0.81 -0.70
O 0.49533 -0.49957 0.91196 1.35 1.17 -1.08
O -0.47035 -2.30515 0.46321 0.14 0.27 0.68
C 5.14755 -3.48095 -5.90457 -0.32 -0.35 1.35
C 4.52451 -2.71295 -4.68881 -1.13 0.01 -1.48
C 4.96706 -1.21976 -4.71617 0.24 -0.44 -0.23
O 6.26315 -1.22598 -5.24084 1.63 1.38 0.09
C 6.83066 0.11483 -5.52391 -0.73 -2.34 0.22
N 3.00789 -2.84026 -4.68885 1.16 0.83 0.01
H 4.86651 -4.53010 -5.81300 -0.13 -0.14 0.03
H 6.22719 -3.44699 -5.75854 -0.09 0.06 -0.42
H 4.85274 -3.17444 -6.90819 -0.01 0.47 0.26
H 4.96966 -3.11340 -3.77799 0.02 -0.28 0.06
H 5.01529 -0.85573 -3.68989 -0.34 0.32 0.25
H 4.41461 -0.52267 -5.34622 -0.94 -0.30 0.08
H 6.65315 0.83039 -4.72105 -0.12 -0.04 0.04
H 6.37229 0.41245 -6.46699 0.25 0.47 0.02
H 7.89408 -0.10859 -5.60955 -0.09 0.42 -0.22
H 2.63159 -3.76947 -4.56612 0.60 -0.38 -0.16
H 2.62825 -2.32617 -3.90674 0.00 0.31 0.11
C 0.21437 6.63916 1.08986 0.15 0.09 -0.27
C -0.30549 6.55424 2.53763 -1.82 1.09 -1.08
C -1.65065 7.38442 2.59250 1.01 -0.66 -0.50
O -2.40081 6.98559 1.45099 1.10 0.43 -0.11
C -3.72515 7.27238 1.60585 -2.22 -0.03 -0.45
N -0.80329 5.20271 2.79755 1.08 0.01 0.48
H -0.54917 6.22500 0.43140 -0.22 0.47 0.01
H 1.07137 6.03419 0.79379 0.45 -0.09 0.84
H 0.45233 7.66158 0.79642 -0.14 0.07 -0.08
H 0.38121 6.98043 3.26900 0.08 -0.45 0.14
H -1.50208 8.46395 2.56755 0.03 0.09 0.17
H -2.23466 7.05008 3.44997 0.26 0.32 0.50
H -4.24004 7.21817 0.64666 0.21 -0.28 -0.21
H -4.00093 8.26525 1.96117 0.57 0.33 0.34
H -4.20789 6.54667 2.26038 -0.16 -0.12 0.31
H -1.61699 5.18092 2.19961 -0.25 -0.55 -0.16
H -0.10789 4.62340 2.34929 -0.12 -0.73 0.09
C 5.42329 -7.00554 0.75917 1.92 -0.91 -0.38
C 5.90605 -8.17732 -0.20823 -2.72 2.14 -1.60
C 7.35095 -8.42011 -0.55861 -0.20 0.07 1.63
O 7.43462 -9.56228 -1.39675 0.56 0.12 0.02
C 8.77934 -10.02825 -1.50064 0.65 0.98 -1.06
N 5.20031 -9.38830 0.12796 0.78 -0.42 0.73
H 5.84980 -6.04265 0.47805 -0.17 0.09 -0.34
H 5.83705 -7.17124 1.75387 -0.22 -0.22 0.26
H 4.33614 -6.95286 0.81760 0.20 -0.20 -0.22
H 5.45558 -7.92762 -1.16887 -0.07 0.56 -0.33
H 7.83837 -8.64210 0.39072 0.58 -0.07 0.23
H 7.77391 -7.49144 -0.94174 0.34 -0.16 -0.52
H 9.44866 -9.18740 -1.31873 0.20 -0.06 0.54
H 9.04159 -10.24606 -2.53595 -0.59 -0.31 -0.23
H 9.09010 -10.89892 -0.92318 -0.61 0.09 0.49
H 5.95079 -9.79567 0.66732 -0.44 -1.29 0.85
H 5.22882 -9.93572 -0.72035 -0.22 -0.38 -0.07
C -6.44716 2.27098 5.43536 -1.56 -0.31 0.67
C -6.05088 2.80784 6.81074 0.04 0.17 -0.31
C -7.08734 2.55481 7.94513 0.32 -1.52 -0.79
O -6.60050 2.94637 9.19754 0.18 -0.69 -0.38
C -7.46840 2.59866 10.27125 -0.13 2.04 0.15
N -4.67470 2.31947 7.09755 -0.54 0.48 0.92
H -6.87918 1.27207 5.49558 0.32 -0.40 0.33
H -5.64954 2.20429 4.69546 -0.03 0.55 0.15
H -7.32636 2.82503 5.10652 0.32 0.39 -0.58
H -5.99730 3.89567 6.76770 -0.05 0.29 -0.27
H -7.35311 1.49928 8.00273 0.43 -0.66 -0.11
H -8.07178 2.95337 7.69997 0.03 0.97 -0.14
H -8.28600 3.31709 10.21206 -0.23 0.27 0.39
H -6.85641 2.83372 11.14206 -0.42 -0.40 0.23
H -8.00930 1.65461 10.33689 0.90 -0.69 -0.55
H -4.47331 2.87633 7.91575 0.43 -0.47 0.98
H -4.07555 2.81977 6.45658 0.11 -0.18 -0.73
C -4.81602 1.77423 -3.33901 -0.58 0.50 1.35
C -4.11049 1.04157 -4.41727 -0.05 -0.32 -2.32
C -2.74310 1.57848 -4.83554 -0.20 2.74 0.78
O -2.81786 3.00665 -5.24674 0.06 -1.70 0.55
C -3.35647 3.19821 -6.51691 0.22 0.15 -1.04
N -4.03736 -0.39178 -4.21435 -0.14 0.00 0.36
H -5.73856 2.19817 -3.73563 0.21 0.46 0.09
H -4.20065 2.54209 -2.87016 -0.12 0.15 -0.07
H -5.18905 1.11397 -2.55606 0.31 -0.26 0.09
H -4.78249 1.18698 -5.26307 0.22 -0.29 -0.47
H -2.18965 0.98830 -5.56596 -0.31 -0.10 -0.24
H -2.13860 1.67874 -3.93408 0.27 -0.33 0.07
H -4.31478 2.71544 -6.70843 -0.38 0.19 0.39
H -2.72420 2.81796 -7.31925 0.51 -0.31 -0.01
H -3.39990 4.26862 -6.71796 -0.34 0.01 0.29
H -3.40594 -0.53211 -3.43864 0.22 -0.47 0.15
H -3.61347 -0.77959 -5.04502 0.12 -0.42 0.04
```
Positions in Å, forces in eV/Å.

Values from the calculation:
Energy relative to the best compared isomer or geometry (same formula, charge and spin) = 686.49 kJ/mol
Multiplicity = 2
Net charge = +1
Gap between HOMO and LUMO = 3.12 eV

# CH7NO2

A cluster of 3 separate species, CH7NO2 in total (wB97M-V/def2-TZVPD, the Open Molecules 2025 dataset).

Geometry as XYZ:
```
11
Properties=species:S:1:pos:R:3:forces:R:3
C 0.45814 2.01639 -1.98896 2.20 -3.35 -0.77
N 0.92944 1.55824 -0.86208 -2.11 1.40 -1.20
H -0.26468 1.36770 -2.64331 0.77 1.29 1.76
H 1.18286 2.55728 -2.64026 -1.09 1.00 0.55
H 1.61787 2.22049 -0.49138 0.31 -0.34 -0.36
H 1.83158 -0.81544 0.17668 -1.18 -1.03 1.28
H 0.87198 -2.00106 0.09656 -0.11 -0.07 0.07
O 1.30286 -1.44879 0.75705 1.14 1.09 -1.29
H -2.81527 -2.14310 2.33161 -0.22 2.20 -2.22
H -1.64903 -1.45306 1.91223 1.51 0.79 -0.42
O -2.55664 -1.39356 1.64622 -1.23 -2.96 2.61
```
Positions in Å, forces in eV/Å.

Values from the calculation:
Energy relative to the best compared isomer or geometry (same formula, charge and spin) = 160.60 kJ/mol
Net charge = 0
Gap between HOMO and LUMO = 10.90 eV

# C6H12N2

A cluster of 2 separate species, C6H12N2 in total (wB97M-V/def2-TZVPD, the Open Molecules 2025 dataset).

Geometry as XYZ:
```
20
Properties=species:S:1:pos:R:3:forces:R:3
C 0.29525 1.45509 1.83814 -0.45 -1.55 -0.01
C -1.26779 1.37841 -1.31923 1.29 -0.69 -1.03
C 0.01660 1.26611 0.37759 -0.18 1.40 0.52
C 0.66127 0.58135 -0.59813 -0.03 0.30 -0.13
N -1.14412 1.83716 -0.11034 -0.82 -0.80 0.03
N -0.16762 0.64586 -1.69995 -0.28 0.20 0.52
H -2.04472 1.36890 -2.05987 -0.60 0.85 0.26
H 0.00368 0.36599 -2.64937 0.17 -0.25 0.14
H 1.59416 0.06209 -0.55831 0.16 0.05 -0.26
H -0.11859 0.55715 2.32170 0.26 -0.05 0.08
H -0.32625 2.22293 2.28469 0.43 0.60 -0.28
H 1.34959 1.46633 2.09151 0.07 0.44 0.08
C 0.57580 -2.58380 -0.19863 0.85 -0.70 0.40
C 0.49948 -3.06722 1.26029 0.00 0.27 -0.06
H 1.12610 -3.28549 -0.83140 -0.27 -0.28 0.06
H -0.38342 -2.38023 -0.65910 -0.05 0.23 0.00
H 1.23536 -1.73373 -0.17807 -0.38 0.43 -0.33
H 0.58183 -4.14762 1.35069 -0.15 -0.03 0.10
H 1.31409 -2.60823 1.82280 0.13 -0.26 0.03
H -0.40038 -2.71673 1.76559 -0.15 -0.18 -0.12
```
Positions in Å, forces in eV/Å.

Values from the calculation:
Energy relative to the best compared isomer or geometry (same formula, charge and spin) = 57.96 kJ/mol
Net charge = 0
Gap between HOMO and LUMO = 9.38 eV

E_HOMO per entry: -10.41, -10.26, -8.51 eV
LUMO energy per entry: -0.2680, 0.0236, 0.0320 Ha